Here is a structure of composition C21H15Br2N4NiO at a distorted geometry from OMol25. Energies are from ωB97M-V/def2-TZVPD.

Its net charge is +1. Its HOMO-LUMO gap (alpha / beta) is 0.222 / 0.207 Eh. The spin multiplicity is 3. The relative energy (zero: lowest compared OMol25 entry of this formula, charge and spin) comes out at 0.0 kJ/mol.

Positions of all 44 atoms, in Å:
Ni (0.217, -0.453, 0.668)
Br (4.974, 0.536, -1.544)
C (3.293, 1.347, -1.547)
C (3.139, 2.535, -2.265)
C (1.943, 3.223, -2.345)
Br (2.030, 4.794, -3.370)
C (0.784, 2.740, -1.653)
C (-0.489, 3.392, -1.615)
C (-1.530, 2.855, -0.862)
C (-1.312, 1.706, -0.109)
N (-0.150, 1.044, -0.235)
C (0.915, 1.521, -0.953)
C (2.150, 0.765, -0.887)
O (2.181, -0.385, -0.269)
H (3.970, 2.938, -2.829)
H (-0.661, 4.336, -2.164)
H (-2.485, 3.377, -0.796)
H (-2.070, 1.276, 0.539)
N (0.630, -0.412, 7.781)
C (0.615, -0.575, 6.642)
C (0.550, -0.740, 5.208)
C (1.702, -0.715, 4.404)
C (1.513, -0.711, 3.025)
N (0.286, -0.731, 2.446)
C (-0.823, -0.764, 3.258)
C (-0.737, -0.841, 4.631)
H (2.667, -0.538, 4.847)
H (2.370, -0.657, 2.345)
H (-1.789, -0.758, 2.797)
H (-1.583, -0.781, 5.295)
N (-0.216, -2.178, -0.276)
C (-1.066, -2.112, -1.441)
C (-2.336, -2.698, -1.429)
C (-3.194, -2.472, -2.507)
C (-2.742, -1.830, -3.669)
C (-1.419, -1.414, -3.722)
C (-0.593, -1.503, -2.610)
H (-0.586, -2.847, 0.400)
H (0.718, -2.549, -0.518)
H (-2.623, -3.331, -0.599)
H (-4.204, -2.795, -2.381)
H (-3.438, -1.585, -4.465)
H (-1.014, -0.924, -4.589)
H (0.413, -1.084, -2.638)


Here is an isolated molecule of C5H8N2 at a distorted geometry from OMol25. Energies are from ωB97M-V/def2-TZVPD.

The SMILES is C[C@@H]1[C@@H]2CC=NN12. Its HOMO-LUMO gap is 0.358 Eh. The relative energy (zero: lowest compared OMol25 entry of this formula, charge and spin) comes out at 470.2 kJ/mol.

Positions of all 15 atoms, in Å:
C (-1.433, 0.936, 0.301)
C (-1.017, 0.016, -0.921)
C (0.000, -1.019, -0.764)
C (0.946, -1.102, 0.561)
C (1.542, 0.251, 0.589)
H (-2.622, 0.691, 0.384)
H (-0.866, 0.838, 1.103)
H (-1.403, 1.871, -0.224)
H (-1.707, 0.031, -1.750)
H (0.455, -1.838, -1.541)
H (1.929, -1.646, 0.668)
H (0.605, -1.233, 1.620)
H (1.998, 0.795, 1.536)
N (1.150, 1.094, -0.311)
N (0.424, 0.313, -1.252)


Here is a cluster of 4 separate species, C18H24FO13 in total at a distorted geometry from OMol25. Energies are from ωB97M-V/def2-TZVPD.

Its net charge is -1. Its HOMO-LUMO gap is 0.257 Eh.

Positions of all 56 atoms, in Å:
C (-0.678, 1.717, 3.421)
C (-0.257, 1.262, 2.045)
F (0.580, 2.227, 1.547)
C (0.395, -0.087, 2.023)
C (-0.035, -1.149, 2.671)
C (0.719, -2.432, 2.507)
O (0.143, -3.499, 2.488)
C (2.179, -2.260, 2.387)
C (2.635, -1.199, 1.745)
C (4.151, -0.946, 1.623)
O (4.555, -0.184, 0.724)
O (4.802, -1.565, 2.463)
C (1.620, -0.282, 1.153)
O (1.714, 0.227, 0.060)
H (-1.373, 1.042, 3.904)
H (0.188, 1.933, 4.031)
H (-1.196, 2.663, 3.291)
H (-1.139, 1.232, 1.404)
H (-0.912, -1.114, 3.298)
H (2.859, -2.963, 2.836)
C (0.690, 2.084, -1.863)
O (-0.244, 1.741, -2.909)
C (-0.103, 2.425, -4.030)
O (0.702, 3.288, -4.257)
O (-1.036, 1.992, -4.899)
C (-0.992, 2.648, -6.167)
H (0.470, 1.457, -1.007)
H (1.711, 1.890, -2.181)
H (0.572, 3.129, -1.578)
H (-0.035, 2.476, -6.655)
H (-1.174, 3.717, -6.058)
H (-1.784, 2.212, -6.772)
C (-6.634, 6.871, -3.862)
O (-5.371, 6.318, -4.226)
C (-5.288, 4.995, -4.062)
O (-6.166, 4.284, -3.650)
O (-4.073, 4.609, -4.433)
C (-3.831, 3.200, -4.310)
H (-6.570, 7.941, -4.041)
H (-7.430, 6.452, -4.475)
H (-6.841, 6.696, -2.807)
H (-4.517, 2.638, -4.942)
H (-3.927, 2.882, -3.274)
H (-2.818, 3.017, -4.640)
C (5.418, -5.852, 3.287)
O (4.646, -7.054, 3.421)
C (3.649, -6.972, 4.294)
O (3.361, -6.016, 4.961)
O (3.012, -8.149, 4.308)
C (1.907, -8.194, 5.207)
H (6.190, -6.054, 2.551)
H (4.800, -5.030, 2.933)
H (5.887, -5.591, 4.233)
H (1.155, -7.457, 4.929)
H (2.236, -8.028, 6.231)
H (1.478, -9.190, 5.126)


Here is a structure of composition C4H20NO8 at a distorted geometry from OMol25. Energies are from ωB97M-V/def2-TZVPD.

Its net charge is -1. Its HOMO-LUMO gap is 0.322 Eh. The relative energy (zero: lowest compared OMol25 entry of this formula, charge and spin) comes out at 200.7 kJ/mol.

Positions of all 33 atoms, in Å:
C (1.793, 1.240, 0.166)
O (2.520, 1.297, -1.015)
C (0.321, 1.886, -0.106)
C (-0.462, 0.677, -0.821)
C (-1.670, 1.153, -1.511)
O (-2.813, 0.809, -1.252)
N (0.295, 2.984, -1.049)
H (1.543, 0.255, 0.577)
H (2.270, 1.820, 0.957)
H (-0.082, 2.138, 0.866)
H (0.208, 0.187, -1.523)
H (-0.605, -0.080, -0.050)
H (-1.586, 2.028, -2.198)
H (1.051, 2.861, -1.724)
H (0.356, 3.917, -0.670)
H (-3.102, -0.830, 1.767)
H (-1.917, -0.666, 2.592)
O (-2.862, -0.482, 2.681)
H (-2.061, -1.527, 0.226)
H (-3.432, -0.866, -0.228)
O (-3.017, -1.566, 0.303)
H (2.128, -3.000, -0.750)
H (1.981, -1.605, -1.294)
O (1.806, -2.197, -0.322)
H (2.927, -0.640, -2.644)
H (2.377, 0.365, -1.509)
O (2.040, -0.809, -2.308)
H (2.346, -1.359, 2.496)
H (0.855, -1.260, 2.604)
O (1.654, -1.287, 3.166)
H (-0.360, -2.790, 1.293)
H (0.471, -1.881, 0.602)
O (-0.339, -1.825, 1.191)


Here is the ion C4H8NO2 with charge +1 at a distorted geometry from OMol25. Energies are from ωB97M-V/def2-TZVPD.

The SMILES is [NH3+][C@@H]1C[C@@]1(O)C=O. Its net charge is +1. Its HOMO-LUMO gap is 0.359 Eh. The relative energy (zero: lowest compared OMol25 entry of this formula, charge and spin) comes out at 315.9 kJ/mol.

Positions of all 15 atoms, in Å:
C (0.325, 1.245, 1.657)
C (1.258, -0.742, -0.101)
C (0.399, 0.247, -0.817)
C (-0.071, 0.263, 0.629)
N (-0.768, -0.438, -1.644)
O (-0.202, 1.234, 2.722)
O (-1.233, -0.451, 0.852)
H (1.187, 1.873, 1.508)
H (0.757, -1.719, -0.107)
H (2.200, -0.669, 0.262)
H (0.915, 1.095, -1.238)
H (-0.503, -0.511, -2.725)
H (-1.552, 0.132, -1.435)
H (-1.036, -1.437, -1.199)
H (-1.678, -0.123, 1.635)


Here is a structure of composition C5H11N3 at a distorted geometry from OMol25. Energies are from ωB97M-V/def2-TZVPD.

Its HOMO-LUMO gap is 0.326 Eh. The relative energy (zero: lowest compared OMol25 entry of this formula, charge and spin) comes out at 483.6 kJ/mol.

Positions of all 19 atoms, in Å:
C (-1.433, 0.877, -0.941)
C (2.163, 0.262, 0.705)
N (-0.308, 0.022, -0.580)
C (-0.370, -1.099, 0.034)
C (0.793, 0.822, 0.685)
N (-1.394, -1.819, -1.526)
C (0.347, 1.902, 1.295)
N (-0.028, -1.887, 0.918)
H (-1.725, -2.699, -1.132)
H (-0.678, -1.995, -2.229)
H (-0.163, -2.872, 0.718)
H (-2.109, 1.044, -0.101)
H (-1.035, 1.840, -1.265)
H (-1.998, 0.403, -1.736)
H (2.858, 0.986, 1.140)
H (2.212, -0.649, 1.301)
H (2.497, 0.017, -0.304)
H (-0.672, 2.255, 1.253)
H (1.043, 2.590, 1.767)